# 1
{"formula": "C5Ag9O15", "method": "ωB97M-V/def2-TZVPD", "fmax_ev_per_a": 3.40, "total_charge": -1, "gap_ev": 2.2, "lumo_energy_ev": -2.6, "total_energy_ha": -2641.6194, "species": ["Ag", "Ag", "Ag", "Ag", "Ag", "Ag", "Ag", "Ag", "Ag", "C", "O", "O", "O", "C", "O", "O", "O", "C", "O", "O", "O", "C", "O", "O", "O", "C", "O", "O", "O"], "positions_angstrom": [[-1.093, -1.757, -1.088], [1.043, 1.489, -3.460], [-0.113, 3.502, -1.413], [-2.042, 1.244, -2.357], [-2.076, 0.887, 1.283], [-0.393, -1.849, 2.329], [2.564, -1.449, -2.047], [3.972, 1.135, -1.330], [2.635, -1.349, 1.102], [4.496, 0.965, 1.678], [5.031, 1.765, 0.839], [3.208, 0.860, 1.635], [5.201, 0.248, 2.435], [-3.455, -1.073, 0.380], [-4.679, -1.356, 0.352], [-3.138, -0.352, -0.641], [-2.619, -1.548, 1.240], [0.623, 0.457, -0.256], [0.554, -0.412, 0.655], [1.725, 0.891, -0.770], [-0.484, 0.810, -0.743], [0.956, -3.775, 0.305], [1.606, -2.903, -0.421], [1.451, -4.526, 1.181], [-0.339, -3.653, 0.198], [-3.674, 2.988, -0.271], [-2.450, 2.776, -0.647], [-3.937, 2.604, 0.906], [-4.572, 3.379, -1.072]], "mulliken_charge": [0.604, 0.147, 0.435, 0.248, 0.491, 0.669, 0.395, 0.463, 0.513, 0.805, -0.713, -0.703, -0.623, 0.563, -0.626, -0.567, -0.556, -0.482, 0.014, -0.068, 0.617, 0.486, -0.542, -0.655, -0.772, 0.683, -0.578, -0.624, -0.624]}

# 2
{"formula": "C5ClF3N2", "method": "ωB97M-V/def2-TZVPD", "fmax_ev_per_a": 4.11, "gap_ev": [5.4, 5.4], "lumo_energy_ev": [-4.1, -4.1], "total_energy_ha": -1059.5350, "species": ["C", "C", "C", "C", "C", "N", "N", "F", "F", "F", "Cl"], "positions_angstrom": [[1.976, -0.819, -0.366], [1.695, 1.517, 0.588], [1.569, 0.280, 0.242], [-0.704, -0.609, 0.720], [-1.650, 0.124, -0.240], [1.891, -2.001, -0.675], [1.713, 2.591, 1.013], [-2.959, -0.410, -0.234], [-1.877, 1.382, 0.165], [-1.231, 0.094, -1.503], [-0.424, -2.151, 0.290]], "mulliken_charge": [0.740, 0.477, -0.288, -0.305, 0.919, -0.523, -0.385, -0.265, -0.205, -0.205, 0.041]}

# 3
{"formula": "C5F21KN2O11PS5", "method": "ωB97M-V/def2-TZVPD", "fmax_ev_per_a": 5.94, "total_charge": -3, "gap_ev": 8.8, "lumo_energy_ev": 6.0, "total_energy_ha": -6157.4762, "species": ["K", "C", "F", "F", "F", "S", "O", "O", "O", "P", "F", "F", "F", "F", "F", "F", "C", "F", "F", "F", "S", "O", "O", "N", "S", "O", "O", "C", "F", "F", "F", "C", "F", "F", "F", "S", "O", "O", "N", "S", "O", "O", "C", "F", "F", "F"], "positions_angstrom": [[-0.455, 0.700, -0.750], [-4.181, 1.421, -4.395], [-3.560, 1.849, -5.510], [-4.287, 2.456, -3.552], [-5.419, 1.037, -4.762], [-3.256, -0.039, -3.639], [-3.246, -1.013, -4.730], [-1.971, 0.495, -3.214], [-4.070, -0.460, -2.515], [-0.757, 2.575, 2.493], [0.271, 1.453, 3.052], [-1.714, 1.466, 1.766], [-1.552, 2.439, 3.919], [-1.926, 3.647, 2.031], [0.131, 3.745, 3.184], [0.027, 2.707, 1.108], [0.837, -4.005, 5.383], [1.685, -3.848, 6.399], [1.510, -4.547, 4.361], [-0.133, -4.832, 5.755], [0.130, -2.301, 4.812], [-0.807, -2.012, 5.892], [1.254, -1.408, 4.738], [-0.668, -2.703, 3.401], [0.233, -2.302, 2.182], [-0.184, -1.072, 1.519], [1.667, -2.451, 2.290], [-0.161, -3.695, 0.955], [0.722, -3.653, -0.035], [-0.042, -4.879, 1.573], [-1.389, -3.580, 0.449], [0.795, 3.825, -2.694], [1.209, 4.267, -1.511], [-0.421, 3.317, -2.539], [0.736, 4.853, -3.539], [2.073, 2.548, -3.337], [1.598, 2.251, -4.651], [3.375, 3.168, -3.248], [1.717, 1.264, -2.302], [3.055, 0.585, -2.154], [3.640, 0.012, -3.346], [4.003, 1.314, -1.322], [2.501, -0.862, -1.040], [1.392, -1.426, -1.591], [3.432, -1.813, -1.071], [2.204, -0.493, 0.186]], "mulliken_charge": [1.205, 0.539, -0.238, -0.230, -0.246, 1.110, -0.698, -0.634, -0.701, 1.301, -0.348, -0.400, -0.387, -0.403, -0.405, -0.441, 0.620, -0.243, -0.233, -0.244, 1.021, -0.667, -0.520, -0.449, 0.878, -0.270, -0.612, 0.506, -0.217, -0.238, -0.223, 0.651, -0.217, -0.185, -0.233, 0.811, -0.642, -0.605, -0.186, 0.863, -0.696, -0.679, 0.585, -0.231, -0.231, -0.136]}

# 4
{"formula": "C5F8O", "method": "ωB97M-V/def2-TZVPD", "fmax_ev_per_a": 4.58, "gap_ev": 8.7, "lumo_energy_ev": -1.4, "total_energy_ha": -1064.5286, "species": ["C", "C", "C", "C", "C", "O", "F", "F", "F", "F", "F", "F", "F", "F"], "positions_angstrom": [[1.695, -0.466, -1.032], [1.765, -0.668, 0.356], [-0.304, -0.115, 0.094], [-0.328, 1.404, 0.472], [-1.571, -0.788, -0.340], [0.586, -0.748, 0.996], [2.465, 0.270, -1.787], [2.758, -1.293, 0.951], [-0.748, 2.083, -0.615], [-1.161, 1.540, 1.514], [0.865, 1.784, 0.818], [-1.863, -0.630, -1.655], [-1.529, -2.118, -0.144], [-2.629, -0.255, 0.373]], "mulliken_charge": [0.225, 0.492, 0.004, 0.867, 0.594, -0.329, -0.154, -0.209, -0.257, -0.242, -0.246, -0.231, -0.257, -0.255]}

# 5
{"formula": "C5H10", "method": "ωB97M-V/def2-TZVPD", "fmax_ev_per_a": 2.01, "smiles": "C/C=C/CC", "gap_ev": 10.4, "de_lowest_kcal_mol": 25.2, "lumo_energy_ev": 1.3, "total_energy_ha": -196.4682, "species": ["C", "C", "C", "C", "C", "H", "H", "H", "H", "H", "H", "H", "H", "H", "H"], "positions_angstrom": [[-2.411, 0.323, 0.774], [-0.990, 0.756, 0.473], [-0.143, 0.192, -0.376], [1.354, 0.353, -0.582], [2.042, -0.985, -0.428], [-2.599, -0.605, 0.236], [-3.055, 1.157, 0.504], [-2.525, 0.177, 1.847], [-0.749, 1.687, 0.996], [-0.595, -0.675, -0.868], [1.374, 0.698, -1.621], [1.681, 1.189, 0.032], [1.338, -1.811, -0.570], [2.340, -1.272, 0.592], [2.938, -1.184, -1.010]], "mulliken_charge": [-1.100, -0.060, -0.339, -0.221, -1.103, 0.322, 0.287, 0.292, 0.280, 0.200, 0.208, 0.316, 0.309, 0.289, 0.321]}

# 6
{"formula": "C5H10", "method": "ωB97M-V/def2-TZVPD", "fmax_ev_per_a": 4.55, "gap_ev": 7.1, "de_lowest_kcal_mol": 127.4, "lumo_energy_ev": -0.6, "total_energy_ha": -196.3054, "species": ["C", "C", "C", "C", "C", "H", "H", "H", "H", "H", "H", "H", "H", "H", "H"], "positions_angstrom": [[0.209, 1.727, 0.527], [0.815, 0.311, 0.466], [-0.085, -0.721, -0.288], [0.015, -0.579, -1.642], [-0.764, -1.642, 0.543], [-0.724, 1.755, 1.097], [-0.095, 1.915, -0.528], [0.889, 2.511, 0.863], [0.851, -0.061, 1.498], [1.666, 0.470, -0.228], [-0.227, -1.461, -2.251], [0.763, 0.120, -1.992], [-1.844, -0.053, 0.290], [-0.283, -1.718, 1.505], [-1.187, -2.574, 0.140]], "mulliken_charge": [-1.131, -0.455, 0.456, -1.023, -0.663, 0.334, 0.288, 0.337, 0.241, 0.312, 0.290, 0.288, 0.178, 0.268, 0.280]}

# 7
{"formula": "C5H10", "method": "ωB97M-V/def2-TZVPD", "fmax_ev_per_a": 0.95, "smiles": "C1CCCC1", "gap_ev": 12.3, "de_lowest_kcal_mol": 6.2, "lumo_energy_ev": 1.2, "total_energy_ha": -196.4985, "species": ["C", "C", "C", "C", "C", "H", "H", "H", "H", "H", "H", "H", "H", "H", "H"], "positions_angstrom": [[-1.188, 0.542, -0.107], [0.225, 1.271, -0.306], [1.316, 0.154, -0.164], [0.499, -1.149, 0.040], [-0.840, -0.755, 0.638], [-1.580, 0.304, -1.104], [-1.993, 1.106, 0.403], [0.281, 1.748, -1.297], [0.390, 2.078, 0.424], [1.993, 0.338, 0.682], [1.960, 0.070, -1.055], [0.946, -1.958, 0.632], [0.255, -1.562, -0.950], [-0.829, -0.596, 1.727], [-1.438, -1.649, 0.439]], "mulliken_charge": [-0.613, -0.518, -0.567, -0.595, -0.607, 0.247, 0.340, 0.275, 0.253, 0.260, 0.293, 0.363, 0.245, 0.302, 0.324]}

# 8
{"formula": "C5H10", "method": "ωB97M-V/def2-TZVPD", "fmax_ev_per_a": 6.04, "smiles": "C=CC.C=C", "gap_ev": 10.3, "de_lowest_kcal_mol": 72.3, "lumo_energy_ev": 1.2, "total_energy_ha": -196.3931, "species": ["C", "C", "C", "H", "H", "H", "H", "H", "H", "C", "C", "H", "H", "H", "H"], "positions_angstrom": [[1.409, -0.468, 0.540], [1.779, -1.680, -0.070], [3.208, -1.746, -0.514], [0.403, -0.342, 0.923], [2.041, 0.456, 0.369], [1.001, -2.300, -0.327], [3.667, -2.720, -0.678], [3.872, -1.378, 0.314], [3.238, -1.280, -1.530], [-3.038, 1.350, 0.278], [-3.755, 2.471, 0.027], [-1.992, 1.561, 0.572], [-3.522, 0.431, 0.070], [-3.499, 3.406, 0.402], [-4.813, 2.238, -0.376]], "mulliken_charge": [-0.675, -0.062, -1.068, 0.259, 0.226, 0.421, 0.353, 0.301, 0.244, -0.383, -0.549, 0.194, 0.244, 0.302, 0.192]}

# 9
{"formula": "C5H10BN", "method": "ωB97M-V/def2-TZVPD", "fmax_ev_per_a": 5.09, "smiles": "CB(C)C[C@@H]1C=N1", "gap_ev": 10.6, "de_lowest_kcal_mol": 98.0, "lumo_energy_ev": 0.7, "total_energy_ha": -275.9917, "species": ["C", "B", "C", "C", "C", "C", "N", "H", "H", "H", "H", "H", "H", "H", "H", "H", "H"], "positions_angstrom": [[-0.236, 0.791, -1.838], [-0.458, -0.250, -0.599], [0.325, -1.636, -0.643], [-1.283, 0.219, 0.621], [0.175, 0.968, 1.362], [1.111, 0.005, 1.857], [0.396, 0.481, 2.791], [-1.094, 1.376, -2.000], [0.064, 0.472, -2.848], [0.634, 1.567, -1.718], [0.469, -1.914, -1.758], [-0.034, -2.480, 0.030], [1.289, -1.502, -0.066], [-1.610, -0.565, 1.421], [-2.039, 0.984, 0.630], [0.273, 1.982, 1.145], [2.018, -0.498, 1.614]], "mulliken_charge": [-1.128, 0.254, -0.934, -0.654, -0.035, -0.201, -0.544, 0.360, 0.345, 0.297, 0.186, 0.298, 0.248, 0.257, 0.361, 0.533, 0.356]}

# 10
{"formula": "C5H10Br2N3", "method": "ωB97M-V/def2-TZVPD", "fmax_ev_per_a": 6.51, "total_charge": 1, "spin_multiplicity": 3, "gap_ev": [5.5, 6.9], "s_squared": 2.0045, "de_lowest_kcal_mol": 13.1, "lumo_energy_ev": [-2.9, -7.5], "total_energy_ha": -5508.3392, "species": ["C", "C", "C", "C", "C", "N", "N", "N", "Br", "Br", "H", "H", "H", "H", "H", "H", "H", "H", "H", "H"], "positions_angstrom": [[3.014, -1.674, 0.614], [-0.442, -1.545, -1.390], [-0.486, 1.692, 1.974], [-1.373, 0.487, -0.164], [-0.455, 1.604, 0.491], [2.003, -2.176, 0.495], [-0.103, -0.949, -2.491], [-0.822, -0.954, -0.296], [4.608, -0.971, 0.842], [1.378, 1.349, -0.204], [-0.623, 0.792, 2.484], [-1.462, 2.195, 2.407], [0.383, 2.217, 2.342], [-1.580, 0.804, -1.144], [-2.272, 0.310, 0.477], [-0.855, 2.487, 0.070], [-0.213, -2.681, -1.250], [0.076, -1.466, -3.312], [-0.082, 0.042, -2.486], [-0.692, -1.564, 0.542]], "mulliken_charge": [0.172, 0.131, -1.310, -1.071, 0.140, -0.316, -0.240, -0.054, 0.147, 0.020, 0.377, 0.312, 0.379, 0.446, 0.347, 0.468, 0.304, 0.239, 0.188, 0.320]}

# 11
{"formula": "C5H10Br2NO4Rh", "method": "ωB97M-V/def2-TZVPD", "fmax_ev_per_a": 0.72, "total_charge": 2, "gap_ev": [6.8, 6.6], "de_lowest_kcal_mol": 20.2, "lumo_energy_ev": [-11.6, -11.7], "total_energy_ha": -5809.9115, "species": ["Rh", "Br", "C", "Br", "H", "H", "C", "C", "C", "O", "C", "H", "H", "H", "H", "H", "H", "H", "H", "O", "N", "O", "O"], "positions_angstrom": [[-0.036, 0.914, 0.338], [-1.812, -0.880, 0.541], [-2.780, 0.237, 1.802], [-1.589, 1.747, 2.110], [-2.922, -0.304, 2.731], [-3.698, 0.587, 1.347], [3.343, -1.442, 1.130], [3.878, 0.001, 1.002], [2.740, 0.916, 1.399], [1.510, 0.095, 1.346], [1.829, -1.347, 1.222], [3.743, -1.935, 2.011], [3.633, -2.045, 0.274], [4.206, 0.212, -0.013], [4.735, 0.168, 1.648], [2.606, 1.778, 0.745], [2.809, 1.300, 2.416], [1.319, -1.726, 0.336], [1.398, -1.836, 2.092], [0.543, 1.753, -3.108], [0.324, 1.507, -2.002], [-0.810, 1.666, -1.392], [1.223, 1.009, -1.145]], "mulliken_charge": [0.715, 0.242, -0.329, 0.244, 0.416, 0.441, -0.618, -0.526, -0.210, -0.379, -0.260, 0.309, 0.298, 0.295, 0.337, 0.243, 0.376, 0.232, 0.329, -0.350, 1.422, -0.598, -0.628]}

# 12
{"formula": "C5H10Br2O", "method": "ωB97M-V/def2-TZVPD", "fmax_ev_per_a": 1.28, "smiles": "CC(C)=O.BrCCBr", "gap_ev": 10.4, "lumo_energy_ev": 0.6, "total_energy_ha": -5419.7770, "species": ["C", "C", "C", "O", "H", "H", "H", "H", "H", "H", "Br", "C", "C", "Br", "H", "H", "H", "H"], "positions_angstrom": [[1.500, 1.646, -0.206], [0.184, 1.052, -0.650], [-1.054, 1.853, -0.320], [0.124, -0.014, -1.242], [2.336, 0.984, -0.488], [1.511, 1.778, 0.889], [1.655, 2.630, -0.680], [-1.146, 1.981, 0.772], [-1.001, 2.850, -0.788], [-1.956, 1.338, -0.691], [-0.030, -0.420, 2.063], [0.365, -1.816, 0.781], [-0.903, -2.209, 0.070], [-0.508, -3.605, -1.212], [1.133, -1.422, 0.087], [0.815, -2.660, 1.337], [-1.670, -2.603, 0.763], [-1.353, -1.365, -0.487]], "mulliken_charge": [-1.071, 0.734, -1.075, -0.542, 0.281, 0.281, 0.419, 0.268, 0.397, 0.285, -0.172, -0.629, -0.426, -0.163, 0.367, 0.424, 0.423, 0.199]}